(1)
Entry from the Open Molecules 2025 dataset: C38H50BBrN6O3RuS3 as an isolated structure (ωB97M-V/def2-TZVPD).

XYZ file:
```
103
Properties=species:S:1:pos:R:3:forces:R:3:mulliken_charge:R:1
Ru 0.3808 0.4211 0.5251 -0.7 0.1 0.6 4.175
C 2.1806 -3.0320 -1.8459 0.1 0.0 0.0 -1.219
C 2.7059 -2.2762 -3.0656 0.0 0.0 0.0 1.458
C 2.8146 -3.2488 -4.2381 0.0 0.0 0.0 -2.335
C 4.0834 -1.6637 -2.8152 0.0 0.0 0.0 -1.604
N 1.7347 -1.1876 -3.4112 0.0 0.1 -0.1 0.327
C 1.0052 -1.1487 -4.5841 0.0 0.1 0.0 -0.312
C 0.2329 -0.0462 -4.5393 0.0 -0.1 0.0 -1.347
N 0.4747 0.5968 -3.3484 0.1 0.0 0.1 0.529
B -0.2873 1.9130 -3.0318 0.0 -0.1 0.0 0.362
N -1.6875 1.6613 -2.4177 0.0 -0.1 0.0 0.016
C -2.7127 2.5351 -2.6872 0.0 0.1 0.0 -1.119
C -3.7844 2.1555 -1.9672 0.0 0.0 -0.1 -0.493
N -3.4288 1.0233 -1.2572 0.0 0.1 -0.1 0.451
C -2.1335 0.7557 -1.5286 0.0 0.0 0.3 0.169
S -1.1631 -0.5279 -0.8572 0.0 -0.4 -0.4 -1.010
C -4.3705 0.4425 -0.2352 0.0 0.0 0.0 1.487
C -4.1542 1.2328 1.0544 0.0 -0.1 0.0 -1.326
C -5.7968 0.6244 -0.7654 0.0 0.0 0.1 -1.912
C -4.1507 -1.0456 0.0180 0.0 0.0 -0.1 -1.994
N 0.6267 2.8775 -2.2326 0.0 0.1 0.1 0.159
C 1.7025 3.4541 -2.8633 0.1 0.0 0.0 -1.351
C 2.3886 4.1612 -1.9461 0.0 0.0 0.0 -0.234
N 1.7277 4.0338 -0.7382 -0.1 0.1 -0.1 0.488
C 0.6609 3.2276 -0.9362 0.0 -0.3 0.1 0.124
S -0.4501 2.5832 0.2390 0.1 0.2 -0.2 -0.620
C 2.2954 4.6805 0.4976 0.0 -0.1 0.0 1.370
C 1.3238 4.7254 1.6704 0.0 0.0 0.0 -1.958
C 3.5286 3.8695 0.8916 0.0 0.0 0.0 -1.348
C 2.6615 6.1210 0.1329 0.0 0.0 0.0 -1.762
C 1.3885 -0.1112 -2.6647 0.0 0.0 0.3 -0.260
S 2.0388 0.2289 -1.0724 0.4 0.2 -0.3 -0.364
H 2.8883 -3.8195 -1.5832 0.0 0.0 0.0 0.540
H 1.2129 -3.4866 -2.0649 0.0 0.0 0.0 0.464
H 2.0791 -2.3591 -0.9981 0.0 -0.1 -0.1 -0.283
H 3.5263 -4.0226 -3.9546 0.0 0.0 0.0 0.420
H 3.1933 -2.7687 -5.1407 0.0 0.0 0.0 0.548
H 1.8670 -3.7408 -4.4560 0.0 0.0 0.0 0.517
H 4.8039 -2.4682 -2.6653 0.0 0.0 0.0 0.484
H 4.0933 -1.0286 -1.9337 0.0 0.0 0.0 0.214
H 4.4027 -1.0781 -3.6785 0.0 0.0 0.0 0.446
H 1.1083 -1.8849 -5.3544 0.0 0.0 0.0 0.550
H -0.4596 0.3501 -5.2592 0.0 0.0 0.0 0.655
H -0.4831 2.4434 -4.0921 0.0 0.0 0.0 -0.213
H -2.5844 3.3546 -3.3707 0.0 0.0 0.0 0.628
H -4.7666 2.5799 -1.9194 0.0 0.0 0.0 0.521
H -4.3320 2.2977 0.8998 0.0 0.0 0.0 0.405
H -3.1322 1.0902 1.4095 0.0 0.0 0.0 0.039
H -4.8431 0.8751 1.8205 0.0 0.0 0.0 0.538
H -6.1310 1.6602 -0.7327 0.0 0.0 0.0 0.478
H -6.4749 0.0527 -0.1346 0.0 0.0 0.0 0.461
H -5.8901 0.2529 -1.7863 0.0 0.0 0.0 0.423
H -3.2286 -1.2463 0.5502 0.0 0.0 0.0 0.357
H -4.1595 -1.6205 -0.9090 0.0 0.0 0.0 0.433
H -4.9826 -1.3861 0.6351 0.0 0.0 0.0 0.533
H 1.8847 3.3131 -3.9135 0.0 0.0 0.0 0.601
H 3.2809 4.7460 -2.0516 0.0 0.0 0.0 0.559
H 1.1176 3.7407 2.0747 0.0 0.0 0.0 0.231
H 0.3848 5.2116 1.4068 0.0 0.0 0.0 0.388
H 1.8074 5.3204 2.4464 0.0 0.0 0.0 0.585
H 3.2454 2.8397 1.1167 0.0 0.0 0.0 0.099
H 3.9742 4.3028 1.7870 0.0 0.0 0.0 0.475
H 4.2814 3.8662 0.1026 0.0 0.0 0.0 0.360
H 1.7815 6.6691 -0.2045 0.0 0.0 0.0 0.407
H 3.4309 6.1882 -0.6333 0.0 0.0 0.0 0.447
H 3.0490 6.6137 1.0234 0.0 0.0 0.0 0.459
C 6.4918 -4.9510 2.5615 0.0 0.0 0.0 -1.577
C 5.1632 -4.3488 2.2151 0.0 0.0 0.0 0.600
C 4.1209 -5.1389 1.7422 0.0 0.1 0.0 -0.778
C 2.8811 -4.5997 1.4416 0.0 0.0 0.0 0.713
C 1.8118 -5.5372 0.9371 0.0 0.0 0.0 -1.796
C 2.6786 -3.2105 1.6160 0.0 0.0 0.1 0.987
C 1.3536 -2.7016 1.3166 -0.4 -0.1 0.0 -0.161
O 0.9500 -1.5441 1.3545 0.5 0.0 -0.1 -0.706
C 3.7279 -2.3923 2.0910 0.0 -0.1 0.0 1.052
C 3.5673 -0.9252 2.3292 0.0 0.1 0.0 -0.719
C 4.9452 -2.9852 2.3816 0.0 0.0 0.0 -1.174
H 6.5930 -5.9558 2.1556 0.0 0.0 0.0 0.377
H 6.6067 -5.0134 3.6454 0.0 0.0 0.0 0.312
H 7.3100 -4.3381 2.1835 0.0 0.0 0.0 0.383
H 4.2818 -6.2016 1.6073 0.0 0.0 0.0 0.333
H 2.2281 -6.5359 0.8249 0.0 0.0 0.0 0.374
H 1.4147 -5.2369 -0.0333 0.0 0.0 0.0 0.295
H 0.9725 -5.6074 1.6307 0.0 0.0 0.0 0.420
H 0.6180 -3.4676 1.0344 0.0 0.0 0.0 0.362
H 3.2397 -0.4085 1.4299 0.0 0.0 0.0 -0.163
H 4.5154 -0.4968 2.6510 0.0 0.0 0.0 0.345
H 2.8134 -0.7239 3.0892 0.0 0.0 0.0 0.156
H 5.7525 -2.3629 2.7507 0.0 0.0 0.0 0.410
Br 2.5221 1.5781 5.0529 0.0 0.0 0.0 -0.155
C 0.6673 1.9057 5.2393 0.0 0.1 0.0 0.232
C 0.2600 2.4511 6.4480 0.0 0.0 0.0 -0.635
C -1.0803 2.7131 6.6754 0.0 0.0 0.0 -0.516
C -2.0237 2.4260 5.6994 0.0 0.0 0.0 -0.855
C -1.6138 1.8801 4.4991 0.0 0.0 0.0 -0.350
C -0.2671 1.6167 4.2439 0.0 0.0 0.1 -0.027
C 0.0602 1.0835 2.9010 0.2 0.0 -0.3 0.636
O -0.8659 0.5721 2.1825 0.0 0.2 0.3 -1.001
O 1.2066 1.1761 2.3757 -0.1 -0.1 0.1 -0.401
H 0.9989 2.6639 7.2072 0.0 0.0 0.0 0.440
H -1.3836 3.1412 7.6214 0.0 0.0 0.0 0.395
H -3.0715 2.6272 5.8738 0.0 0.0 0.0 0.426
H -2.3330 1.6477 3.7262 0.0 0.0 0.0 0.448
```
Positions in Å, forces in eV/Å.

For the HOMO energy (spin up / spin down), the calculation gives -10.3 / -10.1 eV. As for the expectation value of S²: 0.757. Its multiplicity is 2. As for the HOMO-LUMO gap (spin up / spin down): 7.73 / 6.94 eV. The net charge is +1.


(2)
Entry from the Open Molecules 2025 dataset: C38H50Cl2NO6P2V as an isolated structure (ωB97M-V/def2-TZVPD).

XYZ file:
```
100
Properties=species:S:1:pos:R:3:forces:R:3:mulliken_charge:R:1
V 0.4618 0.2155 -0.1280 -0.1 0.4 -1.4 -0.167
C -0.6342 2.4478 3.2103 0.1 0.0 -0.1 -0.892
C -1.2107 1.1979 3.7941 -0.2 -0.2 -0.3 1.273
C -1.2972 1.0646 5.1725 -0.1 -0.1 0.2 -0.883
C -1.7788 -0.0915 5.7666 0.0 -0.1 -0.1 -0.714
C -2.1445 -1.1623 4.9628 0.0 0.0 0.4 -0.979
C -2.0676 -1.0435 3.5891 -0.1 0.1 -0.3 -1.833
C -1.6623 0.1455 2.9719 0.5 -0.2 0.3 1.088
P -1.4676 0.1404 1.1370 -2.0 -0.1 0.8 3.248
C -2.5573 1.5518 0.4914 0.2 -0.1 0.2 2.678
C -3.0440 1.0816 -0.8460 -0.2 -0.1 -0.5 -0.569
C -3.9071 1.7356 -1.6275 0.0 -0.5 0.0 -1.176
C -4.5156 3.0106 -1.3315 -0.2 0.4 0.1 -0.507
C -4.7593 3.5755 -0.1485 -0.4 -0.1 -0.1 -1.011
C -4.7115 2.9724 1.2253 0.0 0.0 0.1 1.064
C -4.5930 4.0837 2.2755 -0.2 -0.2 -0.2 -1.721
C -2.4554 -1.3225 0.6558 0.2 -0.2 -0.3 -0.027
C -3.7870 -1.6441 0.8873 0.0 -0.1 0.1 0.243
C -4.3881 -2.6692 0.1711 -0.2 0.1 0.1 -1.054
C -3.6758 -3.3373 -0.8139 0.1 0.0 -0.1 -0.803
C -2.3445 -3.0390 -1.0391 -0.1 -0.1 0.0 -0.346
C -1.7013 -2.0661 -0.2743 -0.4 0.2 0.4 -0.528
C -0.2825 -1.7528 -0.3533 0.6 -0.2 -0.3 -0.808
H 0.2433 2.7641 3.7710 0.1 0.0 0.0 0.457
H -1.3523 3.2669 3.2304 -0.1 0.1 -0.1 0.278
H -0.3470 2.2790 2.1740 0.2 0.3 0.1 -0.487
H -0.9673 1.8871 5.7966 0.0 0.0 0.0 0.447
H -1.8475 -0.1660 6.8453 0.0 0.0 0.0 0.358
H -2.4885 -2.0893 5.4087 0.0 0.0 0.0 0.406
H -2.3311 -1.8907 2.9692 0.0 0.0 0.1 0.501
H -2.5133 0.2322 -1.2622 -0.1 0.0 -0.2 -0.179
H -4.0807 1.3595 -2.6315 0.1 -0.1 0.0 0.385
H -4.7321 3.6116 -2.2113 0.0 0.1 0.0 0.255
H -5.1552 4.5875 -0.1567 0.0 0.1 -0.1 0.231
H -3.6520 4.6116 2.1602 0.2 0.1 0.0 0.239
H -4.6298 3.6558 3.2754 0.0 0.0 0.1 0.400
H -5.4102 4.7987 2.1771 -0.1 0.1 0.0 0.537
H -4.3712 -1.1052 1.6215 0.0 0.0 0.1 0.368
H -5.4245 -2.9252 0.3549 0.0 0.0 0.0 0.390
H -4.1648 -4.1008 -1.4053 0.0 -0.1 0.0 0.379
H -1.7860 -3.5630 -1.8033 0.1 -0.1 0.0 0.504
H 0.1630 -2.0940 -1.2857 0.0 -0.3 0.0 0.492
H 0.2380 -2.2091 0.4953 0.0 -0.2 0.0 0.117
Cl 2.4333 1.5686 1.6317 1.0 1.2 0.2 -0.303
C 1.4904 0.0802 1.6465 -0.1 -1.1 1.2 -0.176
H 1.0066 0.0630 2.6340 0.1 -0.1 -0.2 0.454
H 2.2340 -0.7225 1.6219 -0.2 0.0 0.0 0.432
C -3.6589 1.8757 1.5053 0.1 0.0 -0.2 -0.714
C -1.5167 2.5804 0.1476 -0.1 0.4 0.3 -1.286
C -1.5614 3.9479 -0.0423 -0.3 0.0 0.3 0.418
C -0.3048 4.3164 -0.5521 0.2 0.0 0.0 -2.534
C 0.4438 3.1573 -0.6631 0.1 0.6 -0.2 0.432
C 1.8163 3.0260 -1.2384 -0.1 -0.1 0.1 -0.903
N -0.2845 2.1049 -0.2169 0.0 0.4 0.0 1.355
H -5.7000 2.5041 1.3827 0.2 0.1 -0.1 0.442
H -3.1604 2.1269 2.4401 -0.1 0.0 0.1 -0.190
H -4.1908 0.9362 1.6651 0.0 0.1 0.1 -0.056
H -2.3905 4.6086 0.1413 -0.1 0.0 0.0 0.525
H 0.0135 5.3135 -0.8069 0.1 0.1 -0.1 0.436
H 1.8724 3.5497 -2.1947 0.0 0.0 0.0 0.443
H 2.0278 1.9745 -1.4239 0.2 0.2 -0.1 -0.361
H 2.5710 3.4410 -0.5630 0.0 -0.1 -0.1 0.250
C 2.7943 -4.0060 1.5856 0.0 0.2 -0.4 -1.805
C 2.9462 -3.7192 0.0835 0.1 -1.0 0.3 1.662
C 1.9773 -4.5923 -0.7193 0.1 0.2 0.1 -1.434
C 4.3839 -4.0069 -0.3517 -0.2 0.1 0.1 -1.731
O 2.6550 -2.3469 -0.0525 -0.1 0.7 -0.6 0.023
P 2.6897 -1.4849 -1.4490 1.7 -1.7 0.2 -0.161
O 2.1536 -2.2552 -2.5927 0.0 0.3 0.1 -0.970
O 2.1692 -0.1505 -1.0398 0.3 0.3 -0.2 0.343
O 4.3331 -1.3788 -1.5646 -1.0 -0.2 0.3 -0.154
C 4.9992 -0.3733 -2.2983 0.7 0.6 -0.5 1.938
C 6.3588 -0.9885 -2.6774 -0.4 0.1 0.2 -2.102
C 5.2165 0.8458 -1.3955 -0.2 -0.3 -0.1 -1.325
C 4.2300 0.0014 -3.5606 0.0 -0.1 0.2 -1.390
H 3.0617 -5.0372 1.8091 0.0 -0.1 0.0 0.442
H 1.7663 -3.8228 1.8921 -0.1 0.0 0.0 0.294
H 3.4416 -3.3365 2.1472 0.1 0.1 0.1 0.345
H 2.2420 -5.6445 -0.6137 0.0 -0.1 0.1 0.515
H 2.0302 -4.3003 -1.7636 -0.1 -0.1 -0.1 0.316
H 0.9582 -4.4384 -0.3707 -0.1 0.0 0.0 0.172
H 4.6438 -5.0496 -0.1632 0.0 -0.1 0.0 0.489
H 5.0560 -3.3528 0.1984 0.2 0.0 0.0 0.307
H 4.4816 -3.7793 -1.4082 0.2 -0.1 -0.1 0.323
H 6.8381 -1.3831 -1.7837 0.1 0.0 0.1 0.349
H 7.0076 -0.2425 -3.1317 0.1 0.1 -0.1 0.428
H 6.2069 -1.8057 -3.3785 0.0 -0.1 -0.1 0.434
H 5.8681 0.5804 -0.5624 0.0 0.0 0.1 0.347
H 4.2588 1.1677 -0.9972 -0.1 0.1 0.1 0.047
H 5.6636 1.6645 -1.9567 0.1 0.1 -0.1 0.395
H 3.9887 -0.9035 -4.1138 0.0 -0.1 -0.1 0.255
H 4.8225 0.6690 -4.1856 0.0 0.1 0.0 0.488
H 3.2852 0.4827 -3.3176 -0.1 0.2 -0.1 0.150
Cl -0.1993 -0.7921 -6.0511 0.2 -0.1 -0.8 -0.285
C -0.7326 -0.6186 -4.3804 0.1 0.4 0.8 -0.026
C 0.1324 0.3824 -3.5098 -0.5 -0.5 -1.4 0.102
O 1.0162 1.0381 -4.0454 0.4 0.2 0.0 -0.789
O -0.2981 0.3829 -2.3458 -0.3 -0.2 1.6 -0.513
H -0.6897 -1.6035 -3.9144 0.0 0.1 0.0 -0.016
H -1.7651 -0.2600 -4.4076 0.2 -0.1 0.1 0.220
```
Positions in Å, forces in eV/Å.

For the HOMO energy (spin up / spin down), the calculation gives -1.7 / -1.7 eV. As for the expectation value of S²: 2.019. Its multiplicity is 3. As for the HOMO-LUMO gap (spin up / spin down): 5.94 / 5.92 eV. The net charge is -2. The value obtained for the relative energy (zero: lowest compared OMol25 entry of this formula, charge and spin) is 242.6 kJ/mol.